Molecular formula: C5H10IN2
Method: DFT, wB97M-V/def2-TZVPD

Positions of all 18 atoms, in Å:
C (1.91, 0.71, -0.05)
C (1.41, -0.31, 0.60)
C (1.97, 3.09, -0.04)
C (-2.35, -1.14, -0.45)
C (-3.07, -1.58, 0.73)
N (1.43, 1.95, 0.02)
N (-1.74, -1.88, -1.24)
I (-1.96, 1.03, -0.38)
H (2.84, 0.59, -0.61)
H (1.76, -1.32, 0.40)
H (0.70, -0.15, 1.38)
H (3.00, 3.05, -0.03)
H (1.54, 4.17, 0.19)
H (-3.08, -2.72, 0.79)
H (-4.20, -1.46, 0.56)
H (-2.73, -0.98, 1.64)
H (-1.11, -1.40, -1.93)
H (0.47, 2.00, 0.19)

Calculated values
Net charge = +1
LUMO level = -5.51 eV
Gap between HOMO and LUMO = 7.41 eV
Calculated total energy = -16418.3687 eV
Molar mass = 225.1 g mol⁻¹
Energy above the lowest of the compared OMol25 structures with the same formula, charge and spin = 67.9 kcal per mole
Spin multiplicity = 1

Löwdin population analysis, charges in e, atoms 1 to 2:
1 C -0.19
2 C 0.10

---

Molecular formula: C27H23IrN4OTe
Method: DFT, wB97M-V/def2-TZVPD

Positions of all 57 atoms, in Å:
Ir (0.21, -0.52, 0.26)
C (-1.18, 1.98, 3.49)
C (-0.71, 1.29, 4.60)
C (-0.16, 0.03, 4.42)
C (-0.09, -0.51, 3.15)
N (-0.53, 0.17, 2.08)
C (-1.08, 1.39, 2.25)
C (0.50, -1.82, 2.83)
C (0.86, -2.76, 3.77)
C (1.48, -3.94, 3.36)
C (1.67, -4.16, 2.00)
C (1.25, -3.20, 1.11)
N (0.70, -2.05, 1.52)
H (-1.63, 2.96, 3.58)
H (-0.77, 1.73, 5.59)
H (0.23, -0.51, 5.27)
H (-1.44, 1.88, 1.36)
H (0.67, -2.59, 4.82)
H (1.79, -4.67, 4.09)
H (2.14, -5.06, 1.64)
H (1.36, -3.33, 0.04)
O (0.61, -1.34, -1.48)
C (1.77, -1.63, -2.07)
C (1.77, -2.56, -3.11)
C (2.93, -2.88, -3.78)
C (4.14, -2.25, -3.43)
C (4.15, -1.32, -2.43)
C (2.97, -1.02, -1.71)
C (2.99, -0.08, -0.61)
N (2.00, 0.22, 0.24)
C (2.47, 1.12, 1.18)
C (3.77, 1.38, 0.90)
N (4.07, 0.62, -0.22)
H (0.82, -3.02, -3.37)
H (2.91, -3.61, -4.58)
H (5.05, -2.50, -3.95)
H (5.08, -0.83, -2.19)
H (1.86, 1.51, 1.97)
H (4.48, 2.02, 1.39)
H (4.97, 0.61, -0.67)
C (-1.75, 2.99, -2.34)
Te (-0.81, 1.13, -1.81)
C (-2.78, 0.55, -1.17)
C (-3.73, 1.63, -1.62)
C (-5.11, 1.48, -1.44)
C (-5.98, 2.46, -1.89)
C (-5.48, 3.58, -2.54)
C (-4.12, 3.73, -2.72)
C (-3.24, 2.77, -2.24)
H (-1.43, 3.25, -3.35)
H (-1.41, 3.79, -1.68)
H (-2.81, 0.44, -0.08)
H (-3.01, -0.42, -1.61)
H (-5.49, 0.59, -0.95)
H (-7.04, 2.34, -1.73)
H (-6.16, 4.34, -2.90)
H (-3.73, 4.61, -3.22)

Calculated values
Net charge = +2
LUMO level = -7.17 eV
Gap between HOMO and LUMO = 6.23 eV
Calculated total energy = -46499.0992 eV
Molar mass = 739.3 g mol⁻¹
Energy above the lowest of the compared OMol25 structures with the same formula, charge and spin = 14.7 kcal per mole
Spin multiplicity = 1

Löwdin population analysis, charges in e, atoms 1 to 2:
1 Ir 1.23
2 C 0.00

---

Molecular formula: C5H4N3O3
Method: DFT, wB97M-V/def2-TZVPD

Positions of all 15 atoms, in Å:
O (-1.97, 1.04, 0.83)
C (-1.12, 1.39, 0.05)
C (-0.12, 0.59, -0.54)
C (0.31, -0.60, 0.06)
C (0.32, -1.09, 1.39)
C (0.20, -0.23, 2.57)
O (0.23, -0.45, 3.78)
N (0.37, 1.19, 2.17)
N (-0.15, 2.03, 2.86)
N (-0.82, 3.01, 2.93)
O (-0.83, 3.95, 3.71)
H (-1.07, 2.54, -0.40)
H (0.37, 0.91, -1.45)
H (0.65, -1.48, -0.44)
H (0.39, -2.11, 1.63)

Calculated values
Net charge = -1
LUMO level = 3.32 eV
Gap between HOMO and LUMO = 6.85 eV
SMILES string = O=C\C=C/C=C([O-])\N=N\N=O
Calculated total energy = -15857.5398 eV
Molar mass = 154.1 g mol⁻¹
Energy above the lowest of the compared OMol25 structures with the same formula, charge and spin = 165.9 kcal per mole
Spin multiplicity = 1

Löwdin population analysis, charges in e, atoms 1 to 2:
1 O -0.04
2 C -0.44